(1)
# C4H4FNS

The molecule C4H4FNS in a non-equilibrium geometry (the ωB97M-V functional and the def2-TZVPD basis, the Open Molecules 2025 dataset).

Geometry (Å):
C -0.841 -0.160 0.017
C 0.003 -1.233 -0.008
C 1.289 0.623 -0.067
C 0.007 1.009 0.021
H -2.783 1.014 0.457
H -0.154 -2.312 0.031
H 2.046 -1.411 -0.077
H 2.241 1.143 -0.137
N 1.263 -0.766 -0.067
F -0.509 2.284 -0.071
S -2.562 -0.192 -0.099

The calculation puts the total energy at -19254.9124 eV. The HOMO-LUMO gap comes out at 0.3266 Ha. The value obtained for the HOMO energy is -8.058 eV. For the energy above the lowest of the compared OMol25 structures with the same formula, charge and spin, the calculation gives 0.0 kJ/mol. As for the structure (SMILES): Fc1c[nH]cc1S.



(2)
# C4H4FNS2

A structure of composition C4H4FNS2 in a non-equilibrium geometry (the ωB97M-V functional and the def2-TZVPD basis, the Open Molecules 2025 dataset).

Geometry (Å):
C 0.505 -1.067 -0.511
C 0.038 -1.355 0.848
C -0.454 -0.092 1.264
C -0.443 0.776 0.124
H 2.601 -1.564 -1.215
H 0.500 -2.211 1.573
H -2.569 2.374 0.725
H -0.037 0.186 -1.850
N 0.136 0.075 -0.874
F -0.571 0.553 2.457
S 1.317 -2.145 -1.544
S -0.953 2.529 -0.054

The calculation puts the total energy at -30087.3304 eV. The HOMO-LUMO gap comes out at 0.2838 Ha. The value obtained for the HOMO energy is -8.088 eV. For the energy above the lowest of the compared OMol25 structures with the same formula, charge and spin, the calculation gives 298.0 kJ/mol.



(3)
# C4H4GaLiO5

A structure of composition C4H4GaLiO5 in a non-equilibrium geometry (the ωB97M-V functional and the def2-TZVPD basis, the Open Molecules 2025 dataset).

Geometry (Å):
O 2.067 -1.096 -0.149
C 1.888 -1.627 1.031
C 1.438 0.477 -0.076
O 1.556 -2.788 1.202
O 1.612 -0.700 1.951
C 1.725 0.631 1.424
H 0.699 1.237 -0.358
H 2.111 0.773 -0.886
H 0.979 1.245 1.936
H 2.737 1.010 1.612
O -1.676 0.085 -0.049
C -0.749 -0.782 -0.164
O -0.800 -1.496 -1.264
Li 0.119 -2.823 -0.499
Ga -2.293 -0.431 -1.805

As for the net charge: +1. The calculation puts the total energy at -67022.0010 eV. The HOMO-LUMO gap (spin up / spin down) comes out at 0.3166 / 0.2695 Ha. The value obtained for the HOMO energy (spin up / spin down) is -13.360 / -14.137 eV. As for the spin multiplicity: 2. For the energy above the lowest of the compared OMol25 structures with the same formula, charge and spin, the calculation gives 172.9 kJ/mol.



(4)
# C4H4INO2S

A cluster of 2 separate species, C4H4INO2S in total in a non-equilibrium geometry (the ωB97M-V functional and the def2-TZVPD basis, the Open Molecules 2025 dataset).

Geometry (Å):
C -1.128 0.039 0.821
C -0.277 -1.120 0.824
C -0.353 1.160 0.446
C 0.972 -0.686 0.455
N 0.894 0.706 0.300
O 1.899 3.061 0.411
O 3.475 1.099 0.514
S 2.266 1.708 -0.038
I 3.075 2.218 -3.215
H -2.084 0.303 1.108
H -0.364 -2.239 1.063
H -0.541 2.197 0.425
H 1.887 -1.064 0.016

The calculation puts the total energy at -28729.9344 eV. The HOMO-LUMO gap comes out at 0.1968 Ha. The value obtained for the HOMO energy is -9.426 eV. For the energy above the lowest of the compared OMol25 structures with the same formula, charge and spin, the calculation gives 195.4 kJ/mol.



(5)
# C4H4InLiO5

A structure of composition C4H4InLiO5 in a non-equilibrium geometry (the ωB97M-V functional and the def2-TZVPD basis, the Open Molecules 2025 dataset).

Geometry (Å):
O -1.608 -0.693 -1.754
C -1.057 0.460 -1.589
O -1.557 1.509 -1.970
O 0.052 0.358 -0.840
C 0.263 1.064 0.402
C 0.596 0.072 1.492
H -0.650 1.616 0.655
H 1.096 1.752 0.212
H -0.268 -0.465 1.907
H 0.801 0.681 2.383
O 2.077 -0.677 1.480
O 1.176 -2.340 0.349
C 2.198 -1.831 0.864
Li -2.780 0.300 -2.919
In -0.341 -1.805 -0.671

As for the net charge: +2. The calculation puts the total energy at -19808.4626 eV. The HOMO-LUMO gap (spin up / spin down) comes out at 0.2289 / 0.3243 Ha. The value obtained for the HOMO energy (spin up / spin down) is -17.031 / -19.181 eV. For the energy above the lowest of the compared OMol25 structures with the same formula, charge and spin, the calculation gives 0.0 kJ/mol.



(6)
# C4H4LaLiO5

A structure of composition C4H4LaLiO5 in a non-equilibrium geometry (the ωB97M-V functional and the def2-TZVPD basis, the Open Molecules 2025 dataset).

Geometry (Å):
O -0.922 -1.492 0.410
O 0.541 0.075 0.855
C 1.622 1.726 -1.341
C 0.778 2.794 -1.970
O -0.575 2.415 -1.941
C 0.164 -1.144 0.958
H 2.252 2.000 -0.490
H 1.675 0.750 -1.837
H 1.106 2.951 -3.016
H 0.927 3.751 -1.436
O 2.261 -1.891 1.866
O 0.524 -3.241 2.065
C 1.050 -2.169 1.677
La -1.493 0.776 -0.708
Li 2.311 -3.623 2.835

As for the net charge: +1. The calculation puts the total energy at -15509.3722 eV. The HOMO-LUMO gap (spin up / spin down) comes out at 0.2399 / 0.2723 Ha. The value obtained for the HOMO energy (spin up / spin down) is -11.792 / -12.755 eV. As for the spin multiplicity: 2. For the energy above the lowest of the compared OMol25 structures with the same formula, charge and spin, the calculation gives 0.0 kJ/mol.



(7)
# C4H4Li2MnO2

A structure of composition C4H4Li2MnO2 in a non-equilibrium geometry (the ωB97M-V functional and the def2-TZVPD basis, the Open Molecules 2025 dataset).

Geometry (Å):
O -2.492 -1.261 -1.491
C -1.342 -0.946 -1.754
C -0.141 -0.583 -1.899
Li -3.826 0.145 -1.154
Li -2.948 -3.170 -1.373
H 0.307 -0.385 -2.883
C 2.032 0.775 1.795
C 1.034 1.682 1.824
O 2.062 -0.346 1.099
H 2.951 0.985 2.363
H 1.155 2.597 2.403
H 0.049 1.458 1.402
Mn 1.158 -0.952 -0.331

As for the net charge: +2. The calculation puts the total energy at -40020.8473 eV. The HOMO-LUMO gap (spin up / spin down) comes out at 0.2045 / 0.2019 Ha. The value obtained for the HOMO energy (spin up / spin down) is -13.936 / -13.962 eV. As for the spin multiplicity: 6. For the energy above the lowest of the compared OMol25 structures with the same formula, charge and spin, the calculation gives 0.0 kJ/mol.



(8)
# C4H4Li3O5

A structure of composition C4H4Li3O5 in a non-equilibrium geometry (the ωB97M-V functional and the def2-TZVPD basis, the Open Molecules 2025 dataset).

Geometry (Å):
O -1.049 -0.558 -3.657
C -0.208 -0.583 -2.726
O 1.028 -0.687 -2.915
Li 0.516 -0.815 -4.815
O -0.684 -0.448 -1.476
C 0.238 -0.174 -0.433
C -0.578 0.053 0.823
H 0.831 0.721 -0.668
H 0.927 -1.019 -0.299
H -1.225 0.935 0.701
H -1.210 -0.819 1.047
O 0.348 0.253 1.880
C -0.091 0.597 3.108
O -1.158 0.066 3.449
Li -1.908 -0.108 5.059
Li 0.762 2.438 3.633

As for the net charge: +1. The calculation puts the total energy at -15061.6198 eV. The HOMO-LUMO gap comes out at 0.2762 Ha. The value obtained for the HOMO energy is -11.701 eV.



(9)
# C4H4LiO5

A structure of composition C4H4LiO5 in a non-equilibrium geometry (the ωB97M-V functional and the def2-TZVPD basis, the Open Molecules 2025 dataset).

Geometry (Å):
O -1.323 0.149 1.151
C -0.274 -0.504 1.424
O -0.040 -0.891 2.590
Li -1.681 0.351 -0.708
C -0.870 -1.948 0.182
O -1.302 -1.541 -0.884
O -0.884 -2.986 0.791
O 1.572 0.075 0.798
C 1.313 1.190 0.148
H 0.550 1.834 0.646
C 0.802 1.049 -1.262
H 0.072 1.877 -1.336
H 1.603 1.305 -1.974
H 0.462 0.042 -1.565

As for the net charge: -1. The calculation puts the total energy at -14654.0655 eV. The HOMO-LUMO gap (spin up / spin down) comes out at 0.1883 / 0.1681 Ha. The value obtained for the HOMO energy (spin up / spin down) is -3.093 / -2.482 eV. For the energy above the lowest of the compared OMol25 structures with the same formula, charge and spin, the calculation gives 436.6 kJ/mol.



(10)
# C4H4N2

The molecule C4H4N2 in a non-equilibrium geometry (the ωB97M-V functional and the def2-TZVPD basis, the Open Molecules 2025 dataset).

Geometry (Å):
C 0.950 -0.042 0.116
C -0.045 1.136 0.065
C -1.165 0.535 -0.092
C -1.015 -0.885 -0.086
H 2.520 -0.917 -0.210
H 0.379 2.117 0.103
H -2.193 1.025 0.152
H -1.798 -1.663 -0.108
N 2.196 0.033 -0.083
N 0.171 -1.338 0.143

The calculation puts the total energy at -7190.9070 eV. The HOMO-LUMO gap comes out at 0.3582 Ha. The value obtained for the HOMO energy is -10.306 eV. For the energy above the lowest of the compared OMol25 structures with the same formula, charge and spin, the calculation gives 171.9 kJ/mol. As for the structure (SMILES): [H]/N=C1/C=CC=N1.